Entry 1:
The following is a DFT calculation (ωB97M-V with the def2-TZVPD basis set) of a 4-piece molecular cluster, C26H59BClNO6 overall.

The value obtained for the highest occupied orbital energy is -0.3580 Eh. Its structure (SMILES) is CCOCCN(OB(O)O)C(=O)OC[C@@H](C)Cl.CCCCCC.CCCCCC.CCCCCC. As for the LUMO energy: 0.4 eV.

ORCA input file:
```
! RIJCOSX wB97M-V def2-TZVPD def2/J DEFGRID3
* xyz 0 1
C -6.5358 -11.8899 -1.5517
C -5.0823 -11.5786 -1.8665
O -5.0540 -10.4458 -2.7023
C -3.8424 -10.2784 -3.3888
C -3.4193 -8.7997 -3.4623
N -4.1604 -7.9375 -2.5292
O -4.1210 -6.6109 -3.0666
B -5.3514 -6.0013 -2.8333
O -5.3506 -4.9163 -2.0023
O -6.5122 -6.3906 -3.4759
C -3.5597 -7.9716 -1.2368
O -3.5273 -9.0188 -0.5935
O -3.0377 -6.8015 -0.8431
C -3.1291 -6.5127 0.5419
C -1.7513 -6.2195 1.1640
C -0.5963 -6.6733 0.2852
Cl -1.6073 -4.4373 1.3974
H -6.6359 -12.4538 -0.6334
H -6.9845 -12.4111 -2.3914
H -7.0562 -10.9431 -1.4473
H -4.5623 -11.3705 -0.9303
H -4.5968 -12.4375 -2.3298
H -3.0393 -10.8401 -2.9142
H -3.9441 -10.6733 -4.3996
H -2.3478 -8.6894 -3.3064
H -3.6130 -8.4351 -4.4616
H -6.2261 -4.7522 -1.6531
H -6.9069 -7.1711 -3.0866
H -3.6055 -7.3111 1.1010
H -3.7411 -5.6260 0.6585
H -1.6736 -6.7018 2.1281
H -0.8241 -7.6363 -0.1605
H 0.2938 -6.8066 0.8913
H -0.3909 -5.9506 -0.4920
C -2.5466 -1.3910 0.6923
C -1.2376 -0.8716 1.2818
C -1.4368 0.0833 2.4575
C -2.1960 1.3678 2.1229
C -1.5716 2.2134 1.0147
C -0.1725 2.7207 1.3517
H -3.1497 -0.5783 0.2830
H -2.3555 -2.0943 -0.1165
H -3.1387 -1.9052 1.4508
H -0.6494 -0.3887 0.4964
H -0.6423 -1.7203 1.6271
H -0.4591 0.3358 2.8780
H -1.9770 -0.4415 3.2519
H -2.2699 1.9736 3.0318
H -3.2244 1.1225 1.8436
H -2.2214 3.0727 0.8281
H -1.5398 1.6475 0.0798
H -0.1860 3.3207 2.2644
H 0.2132 3.3472 0.5461
H 0.5318 1.8997 1.4941
C 2.4094 5.5054 1.6447
C 2.0765 6.8888 2.1933
C 0.5754 7.1513 2.2963
C -0.1742 7.1106 0.9640
C 0.3419 8.0846 -0.0937
C 0.2267 9.5492 0.3193
H 2.0396 5.3771 0.6260
H 3.4897 5.3525 1.6251
H 1.9697 4.7241 2.2671
H 2.5543 7.6534 1.5733
H 2.5143 6.9894 3.1899
H 0.4173 8.1207 2.7772
H 0.1300 6.4090 2.9664
H -1.2314 7.3203 1.1547
H -0.1405 6.0959 0.5567
H -0.2304 7.9318 -1.0123
H 1.3823 7.8560 -0.3422
H -0.8104 9.8104 0.5394
H 0.5739 10.2044 -0.4807
H 0.8260 9.7676 1.2042
C 5.0777 7.0691 -0.8413
C 5.9003 6.7797 0.4111
C 7.3782 7.1378 0.2681
C 8.1257 6.3607 -0.8163
C 8.0875 4.8415 -0.6607
C 8.7386 4.3452 0.6272
H 5.4146 6.4760 -1.6927
H 4.0253 6.8321 -0.6736
H 5.1441 8.1242 -1.1147
H 5.7905 5.7266 0.6845
H 5.4834 7.3557 1.2421
H 7.8730 6.9885 1.2318
H 7.4646 8.2069 0.0503
H 9.1693 6.6906 -0.8214
H 7.7246 6.6257 -1.7985
H 8.6061 4.3941 -1.5124
H 7.0558 4.4827 -0.7103
H 9.7817 4.6629 0.6827
H 8.7181 3.2557 0.6752
H 8.2226 4.7212 1.5117
*
```

=====

Entry 2:
The following is a DFT calculation (ωB97M-V with the def2-TZVPD basis set) of C26H60BIN5O7P2SSi as an isolated structure.

As for the energy above the lowest of the compared OMol25 structures with the same formula, charge and spin: 69.7 kcal/mol. The value obtained for the highest occupied orbital energy is -0.4098 Eh. As for the LUMO energy: -3.0 eV.

ORCA input file:
```
! RIJCOSX wB97M-V def2-TZVPD def2/J DEFGRID3
* xyz 1 1
C -2.0786 2.7299 0.4680
C -2.0531 1.9348 -0.8661
C -0.9075 2.2945 -1.8738
I -1.2568 4.4954 -1.9526
C 0.5123 1.9634 -1.3582
C 1.7084 2.3037 -2.2942
C 1.5985 3.4110 -3.3575
C 0.7039 3.0711 -4.5793
C 1.2658 3.8584 -5.8113
C 0.2149 4.1582 -6.9240
C -0.9612 3.1657 -7.0170
N -0.5733 1.7531 -7.1406
N 2.9388 2.4640 -1.4439
C 3.3964 3.8194 -1.1737
C 2.4283 4.7766 -0.4072
C 2.7812 4.9841 1.0824
O 2.5204 6.0686 -1.0136
C 2.8849 1.5876 -0.4395
N 3.4100 1.8183 0.7375
B 3.3629 0.9069 1.9240
O 2.2984 1.1012 2.7732
O 4.3163 -0.0143 2.2475
N 2.2336 0.3417 -0.7089
C 3.1814 -0.5048 -1.4331
C 4.0037 -1.4654 -0.5199
N 3.7625 -2.6891 -0.3521
C 0.7709 0.4392 -1.0149
P 0.0315 0.0001 0.6995
S -1.4005 -1.3094 0.7572
Si 0.0171 -0.8247 -2.2715
C 0.7898 -0.7129 -4.0315
C 0.4893 -2.6223 -1.7984
C -1.8117 -0.8284 -2.6495
H -2.3705 2.0158 1.2575
H -2.8475 3.5065 0.5021
H -1.1208 3.1579 0.7877
H -2.1351 0.8691 -0.6315
H -2.9740 2.2100 -1.3996
H -1.1182 1.9878 -2.8978
H 0.5109 2.5394 -0.4151
H 1.9774 1.4324 -2.9120
H 1.4247 4.4188 -2.9697
H 2.6111 3.4785 -3.7977
H -0.3521 3.2890 -4.4194
H 0.9048 2.0169 -4.8000
H 1.8190 4.7467 -5.4809
H 2.0222 3.1983 -6.2655
H 0.7514 4.0878 -7.8838
H -0.1287 5.1953 -6.8250
H -1.6366 3.3296 -6.1633
H -1.5599 3.4397 -7.8998
H -0.8433 1.2818 -6.2889
H 0.4136 1.6438 -7.3342
H 4.3192 3.7688 -0.5705
H 3.7387 4.3671 -2.0567
H 1.3689 4.4934 -0.4616
H 3.8540 4.8153 1.2657
H 2.1845 4.3292 1.7337
H 2.5785 6.0224 1.3612
H 1.8125 6.1763 -1.6631
H 3.9070 2.6859 0.9245
H 2.5540 0.8043 3.6603
H 3.8808 -0.8213 2.5659
H 2.8860 -1.1248 -2.2841
H 3.9854 0.1349 -1.8502
H 4.8936 -1.0521 -0.0313
H 2.9287 -2.9449 -0.8894
H -0.2676 1.2057 1.3929
H 1.0485 -0.6107 1.4736
H 1.8510 -0.4391 -4.0320
H 0.1601 -0.0570 -4.6451
H 0.7301 -1.7079 -4.4961
H 0.7512 -2.6988 -0.7343
H 1.3795 -2.9572 -2.3559
H -0.3270 -3.3043 -2.0599
H -2.0007 -1.7217 -3.2692
H -2.5253 -0.8845 -1.8246
H -2.1425 0.0096 -3.2864
O -3.6649 -5.6206 3.8206
P -3.5077 -5.3245 5.2801
O -4.5801 -4.1239 5.5440
C -5.9773 -4.4194 5.4879
C -6.4666 -5.0293 6.7889
O -2.1122 -4.4432 5.2247
C -1.1245 -4.7144 4.2315
C -1.1389 -3.6240 3.1806
O -3.2785 -5.5746 6.8971
C -2.1316 -6.3431 7.3111
C -1.1965 -5.4476 8.0928
H -6.1903 -5.0811 4.6433
H -6.4912 -3.4753 5.3067
H -6.0285 -6.0178 6.9447
H -7.5525 -5.1327 6.7818
H -6.1738 -4.4099 7.6368
H -1.2722 -5.6959 3.7800
H -0.1527 -4.7321 4.7345
H -2.1175 -3.5474 2.7077
H -0.3926 -3.8165 2.4067
H -0.9289 -2.6539 3.6358
H -1.6228 -6.7902 6.4538
H -2.4892 -7.1532 7.9485
H -0.7732 -4.6726 7.4547
H -0.3781 -6.0261 8.5234
H -1.7340 -4.9399 8.8948
*
```

=====

Which formula does entry 1 have?
C26H59BClNO6